(1)
Below is an isolated molecule of C5H8N2 in a non-equilibrium geometry, with properties calculated with ωB97M-V with the def2-TZVPD basis set.

```
15
Properties=species:S:1:pos:R:3:forces:R:3:lowdin_charge:R:1
C -1.965 0.163 -0.178 -0.108 -0.050 -0.020 -0.14
C -0.692 -0.456 -0.742 -0.082 0.166 0.201 -0.16
C 0.426 0.538 -0.705 0.265 0.006 -0.052 -0.30
C 0.309 1.948 -0.346 -0.180 0.990 0.071 -0.18
N 0.193 3.089 -0.183 0.122 -1.147 -0.065 0.15
N 0.395 -0.436 0.401 0.000 -0.028 0.118 -0.12
C 1.531 -1.363 0.494 -0.042 -0.070 -0.039 -0.03
H -1.833 0.934 0.612 0.071 -0.216 -0.142 0.07
H -2.465 0.677 -1.010 0.082 -0.140 0.135 0.08
H -2.664 -0.591 0.199 0.164 0.056 -0.086 0.06
H 0.057 -0.087 1.293 0.182 0.254 -0.115 0.16
H 1.275 0.367 -1.366 -0.099 0.101 0.042 0.14
H 1.570 -1.939 -0.432 -0.054 0.075 0.117 0.10
H 1.399 -2.042 1.340 -0.103 0.100 -0.158 0.09
H 2.465 -0.802 0.624 -0.219 -0.096 -0.007 0.10
```
Forces are in eV/Å.

Frontier orbital gap: 8.59 eV
ΔE to the lowest compared entry with this formula, charge and spin: 88.7 kcal/mol
Energy: -304.69408 hartree
Charge: 0

---

(2)
Below is C48H20BrCsF8I2N8O10 as an isolated structure in a non-equilibrium geometry, with properties calculated with ωB97M-V with the def2-TZVPD basis set.

```
98
Properties=species:S:1:pos:R:3:forces:R:3:lowdin_charge:R:1
Cs 0.385 -0.334 0.625 0.307 -2.494 -1.446 1.52
O 3.042 1.557 2.316 -0.099 0.011 -0.181 0.13
C 2.345 1.781 1.229 0.022 0.520 0.105 -0.59
O 1.154 2.041 1.206 0.725 1.277 0.207 -0.12
C 3.139 1.647 -0.058 0.114 -0.164 -0.020 -0.10
O 2.278 1.057 -1.021 0.311 0.398 -0.144 -0.25
C 2.904 0.811 -2.254 0.071 0.065 0.141 -0.11
C 1.957 0.920 -3.421 -0.278 0.078 0.202 -0.47
O 2.318 0.815 -4.554 -0.043 -0.039 -0.217 0.15
O 0.669 1.149 -3.037 0.347 -0.080 0.068 -0.01
H 2.394 1.540 3.106 -0.076 0.064 0.145 0.09
H 4.037 1.048 0.115 -0.048 -0.022 -0.006 0.12
H 3.446 2.647 -0.379 0.055 0.079 -0.054 0.13
H 3.339 -0.193 -2.285 0.044 -0.072 -0.003 0.13
H 3.701 1.530 -2.460 0.013 0.035 0.008 0.13
O -2.854 2.631 -0.252 0.218 -0.087 0.061 0.08
C -2.217 1.627 0.360 -0.344 -0.123 -0.139 -0.51
O -1.669 0.715 -0.216 -2.218 1.399 -0.524 -0.21
C -2.283 1.848 1.856 0.168 0.108 0.073 -0.12
O -1.932 0.723 2.615 0.241 0.113 0.007 -0.21
C -1.157 1.012 3.789 -0.091 -0.015 -0.060 -0.13
C 0.334 0.677 3.634 0.323 0.021 0.364 -0.69
O 1.145 1.521 4.091 -0.132 -0.259 -0.122 -0.01
O 0.626 -0.416 3.082 0.048 0.466 2.097 -0.50
H -2.423 2.784 -1.120 -0.018 0.048 -0.006 0.07
H -3.295 2.187 2.087 -0.093 0.037 0.050 0.14
H -1.608 2.694 2.040 0.003 -0.039 -0.018 0.15
H -1.544 0.383 4.592 -0.095 -0.013 0.024 0.11
H -1.255 2.056 4.084 -0.049 0.054 -0.042 0.13
I -0.339 -1.779 -2.644 0.237 -0.125 -0.179 1.07
C -1.666 -0.590 -3.731 0.192 0.374 -0.041 -0.58
C -2.849 -1.213 -3.995 -0.328 0.066 -0.185 -0.18
C -3.842 -0.595 -4.790 0.046 -0.156 0.115 -0.08
C -3.605 0.625 -5.333 0.043 0.121 -0.057 -0.05
C -2.385 1.309 -5.086 -0.048 -0.025 -0.014 -0.16
C -2.169 2.571 -5.693 -0.080 -0.081 0.032 -0.04
C -1.019 3.264 -5.470 0.125 0.039 0.022 -0.06
C -0.051 2.738 -4.599 0.021 0.285 -0.205 -0.01
C -0.243 1.535 -4.000 -0.086 -0.399 0.110 -0.21
C -1.393 0.729 -4.239 -0.140 -0.080 -0.051 -0.09
H -3.023 -2.204 -3.599 -0.034 0.019 -0.018 0.08
H -4.777 -1.111 -4.972 0.036 0.001 0.010 0.10
H -4.344 1.107 -5.965 0.058 -0.029 0.038 0.11
H -2.945 2.972 -6.336 0.021 -0.021 0.026 0.11
H -0.853 4.228 -5.934 -0.001 -0.018 0.013 0.11
H 0.850 3.295 -4.367 -0.072 -0.053 -0.033 0.12
F 7.706 -2.779 -1.561 -0.036 0.028 0.009 0.11
C 6.781 -3.721 -1.784 -0.053 0.183 0.092 -0.15
C 7.195 -4.872 -2.374 0.094 -0.166 -0.080 -0.15
F 8.493 -4.971 -2.688 -0.012 -0.007 -0.011 0.10
C 6.336 -5.966 -2.659 0.022 -0.036 -0.025 -0.06
C 4.995 -5.728 -2.256 0.073 -0.215 -0.099 -0.15
C 4.580 -4.579 -1.668 -0.094 0.215 0.124 -0.15
F 3.285 -4.500 -1.344 -0.016 0.070 0.017 0.11
C 5.438 -3.478 -1.386 -0.046 0.030 0.046 -0.05
C 5.006 -2.280 -0.773 -0.100 0.266 0.126 -0.15
C 3.650 -2.081 -0.353 0.346 -0.272 -0.087 -0.18
N 2.556 -1.935 -0.010 1.024 -0.540 -0.359 0.05
C 5.863 -1.152 -0.539 -0.300 -0.302 -0.184 -0.21
N 6.482 -0.194 -0.361 -0.075 -0.098 0.046 0.16
F 4.079 -6.682 -2.459 0.024 0.001 -0.017 0.11
C 6.765 -7.159 -3.272 0.153 -0.420 -0.196 -0.16
C 8.121 -7.389 -3.694 -0.501 0.028 0.122 -0.22
N 9.182 -7.652 -4.063 -0.070 0.023 0.034 0.14
C 5.896 -8.275 -3.540 0.358 0.403 0.070 -0.22
N 5.270 -9.211 -3.790 0.051 0.074 0.028 0.14
Br -0.938 -5.892 2.212 0.003 0.107 0.018 0.72
C -2.606 -5.156 2.730 -0.129 -0.052 0.011 -0.73
C -3.700 -6.016 2.716 -0.021 0.064 0.024 -0.15
C -4.954 -5.549 3.081 0.045 -0.043 -0.017 -0.10
C -5.110 -4.223 3.457 0.058 0.039 0.004 -0.10
C -4.015 -3.372 3.463 -0.138 -0.058 0.016 -0.16
C -2.745 -3.821 3.102 0.004 -0.092 -0.049 -0.72
I -1.204 -2.408 3.115 -0.067 -0.463 0.196 1.22
H -3.560 -7.046 2.414 -0.001 0.047 0.021 0.09
H -5.803 -6.222 3.066 0.046 0.030 0.001 0.10
H -6.084 -3.845 3.741 0.008 -0.003 -0.004 0.10
H -4.138 -2.333 3.746 0.011 -0.060 -0.022 0.09
F 3.498 6.942 -1.532 -0.030 -0.012 0.009 0.11
C 2.453 7.242 -0.749 -0.009 -0.174 -0.071 -0.15
C 2.506 8.393 -0.031 0.012 0.208 0.109 -0.15
F 3.605 9.149 -0.148 -0.025 -0.035 0.001 0.10
C 1.458 8.836 0.823 -0.010 -0.030 -0.015 -0.06
C 0.352 7.942 0.859 0.064 0.236 0.115 -0.15
C 0.297 6.796 0.139 0.070 -0.194 -0.183 -0.15
F -0.799 6.041 0.266 -0.013 -0.032 0.002 0.11
C 1.340 6.363 -0.728 -0.080 0.024 0.071 -0.05
C 1.254 5.185 -1.492 -0.027 -0.401 -0.311 -0.14
C 0.039 4.438 -1.602 0.702 0.323 0.051 -0.14
N -0.918 3.824 -1.767 -0.295 -0.200 -0.136 0.23
C 2.330 4.639 -2.268 -0.384 0.136 0.291 -0.19
N 3.143 4.119 -2.902 -0.089 0.037 0.047 0.19
F -0.699 8.237 1.630 0.016 0.026 0.016 0.11
C 1.502 10.037 1.551 0.013 0.492 0.272 -0.16
C 2.578 10.986 1.447 -0.417 -0.336 0.063 -0.22
N 3.399 11.795 1.399 -0.046 -0.025 0.021 0.14
C 0.464 10.449 2.458 0.426 -0.124 -0.300 -0.22
N -0.321 10.834 3.210 0.043 0.013 -0.057 0.14
```
Forces are in eV/Å.

Frontier orbital gap (alpha / beta): 4.98 / 5.18 eV
Energy: -7020.13092 hartree
Charge: -2

---

(3)
Below is an isolated ion of composition C3H3NO2 and charge -2 in a non-equilibrium geometry, with properties calculated with ωB97M-V with the def2-TZVPD basis set.

```
9
Properties=species:S:1:pos:R:3:forces:R:3:lowdin_charge:R:1
C 0.630 1.615 -0.027 0.900 -1.916 1.980 -0.19
C 0.431 -0.959 0.197 -0.336 2.240 0.382 -0.11
C 0.251 0.461 0.941 -0.129 0.912 0.467 -0.53
N -0.285 -1.180 -0.909 2.047 -0.193 0.042 -0.59
O -0.839 -0.376 -1.732 -0.682 0.346 0.282 -0.21
O -0.170 -2.414 -1.265 -1.034 -1.410 -0.685 -0.28
H -0.273 1.858 -0.499 -1.668 0.466 -1.164 -0.16
H 1.008 0.477 1.734 -0.047 -0.441 -0.026 0.00
H -0.752 0.517 1.559 0.950 -0.005 -1.278 0.06
```
Forces are in eV/Å.

Frontier orbital gap (alpha / beta): 6.08 / 5.31 eV
ΔE to the lowest compared entry with this formula, charge and spin: 91.0 kcal/mol
Energy: -320.93193 hartree
Charge: -2

---

(4)
Below is C10H14N2PZn as an isolated structure in a non-equilibrium geometry, with properties calculated with ωB97M-V with the def2-TZVPD basis set.

```
28
Properties=species:S:1:pos:R:3:forces:R:3:lowdin_charge:R:1
C -1.816 2.162 0.364 0.351 -0.527 0.835 -0.25
C -1.156 3.305 0.915 0.196 -0.645 0.062 -0.22
C -0.760 2.975 2.242 -0.411 -0.155 -0.359 -0.23
C -1.203 1.659 2.550 0.044 0.019 -0.927 -0.22
C -1.844 1.139 1.392 0.092 0.484 -0.374 -0.26
Zn -1.059 -0.604 -1.267 -2.558 -0.587 1.044 0.16
P -1.431 0.067 -3.389 0.584 0.603 -0.999 0.52
H -2.289 2.091 -0.618 0.046 0.060 0.299 0.03
H -0.980 4.254 0.391 -0.079 -0.449 0.319 0.06
H -0.253 3.637 2.932 0.027 0.043 -0.022 0.05
H -2.315 0.148 1.295 0.219 0.618 0.052 0.03
H -1.049 1.115 3.485 -0.051 0.245 -0.265 0.06
H -0.227 0.150 -4.164 -0.009 -0.125 -0.707 -0.18
H -2.095 1.237 -3.828 -0.288 0.235 -0.237 -0.16
H -2.136 -0.892 -4.153 0.308 0.367 0.422 -0.13
N 1.630 0.583 0.117 -0.241 -0.068 -0.360 0.16
C 1.542 -0.767 0.047 -0.391 -0.533 0.176 -0.40
C 2.685 -1.572 0.211 -0.063 -0.530 0.142 -0.04
C 2.514 -2.957 0.270 -0.131 0.519 -0.177 -0.09
C 1.231 -3.508 0.143 0.162 -0.553 0.197 -0.12
C 0.149 -2.692 -0.084 0.613 0.795 -0.152 -0.19
N 0.347 -1.339 -0.207 1.061 -0.217 0.802 -0.09
H 0.805 1.171 0.250 0.027 -0.186 0.135 0.08
H 2.526 0.950 0.377 -0.140 0.190 0.071 0.10
H 3.643 -1.067 0.303 -0.033 -0.338 0.031 0.10
H 3.375 -3.607 0.421 -0.167 0.147 -0.030 0.10
H 1.049 -4.580 0.198 0.247 0.190 0.104 0.09
H -0.883 -3.057 -0.192 0.586 0.396 -0.083 0.05
```
Forces are in eV/Å.

Frontier orbital gap (alpha / beta): 3.96 / 3.64 eV
ΔE to the lowest compared entry with this formula, charge and spin: 0.0 kcal/mol
Energy: -2619.49020 hartree
Charge: -1

---

(5)
Below is an isolated molecule of C17H23BrN2O5, with properties calculated with ωB97M-V with the def2-TZVPD basis set.

```
48
Properties=species:S:1:pos:R:3:forces:R:3:lowdin_charge:R:1
C 5.467 1.729 -1.727 -0.205 -0.289 -0.210 -0.06
C 4.346 1.267 -2.647 -0.093 0.447 0.338 -0.20
O 4.556 -0.074 -3.101 0.205 0.041 -0.421 0.01
C 4.185 -1.054 -2.289 0.225 -0.607 0.214 -0.53
O 3.744 -0.906 -1.179 -0.008 0.156 0.089 0.12
C 4.320 -2.409 -2.967 -0.028 0.240 0.085 -0.07
C 3.096 -2.598 -3.881 -0.020 0.176 0.015 -0.08
C 1.859 -2.059 -3.182 -0.074 -0.603 -0.104 -0.50
O 1.278 -1.046 -3.508 -0.117 0.449 -0.035 0.08
N 1.452 -2.809 -2.133 -0.257 -0.502 0.575 0.11
N 0.471 -2.327 -1.275 0.193 0.516 -0.623 0.13
C 0.205 -2.987 -0.138 -0.208 0.319 -0.105 -0.45
O 0.699 -4.064 0.134 0.081 -0.210 0.153 0.06
C -0.815 -2.300 0.763 -0.021 -0.379 0.277 -0.09
O -0.975 -0.963 0.362 -0.073 0.026 0.058 -0.11
C -1.809 -0.151 1.065 -0.004 0.309 -0.145 -0.31
C -2.611 -0.527 2.134 0.180 -0.223 -0.131 0.00
C -3.426 0.405 2.754 0.009 0.146 -0.057 -0.03
C -3.470 1.728 2.337 0.039 0.066 -0.070 -0.22
C -4.361 2.740 3.013 -0.120 -0.107 0.178 -0.39
C -5.832 2.341 2.881 0.175 0.209 -0.080 -0.06
C -3.973 2.909 4.483 -0.010 0.152 -0.240 -0.06
C -2.665 2.106 1.269 0.049 -0.169 0.006 -0.07
C -1.851 1.181 0.650 0.307 -0.132 -0.293 -0.57
Br -0.738 1.685 -0.806 -0.168 0.087 0.127 0.80
H 5.305 2.767 -1.453 0.010 0.134 0.041 0.08
H 6.428 1.638 -2.228 0.091 0.044 -0.027 0.08
H 5.479 1.124 -0.824 0.013 0.009 0.072 0.07
H 4.308 1.866 -3.558 -0.036 -0.091 0.099 0.13
H 3.382 1.315 -2.131 0.105 0.001 -0.143 0.12
H 4.354 -3.176 -2.193 0.040 0.106 -0.002 0.12
H 5.235 -2.441 -3.556 -0.003 -0.057 0.022 0.12
H 3.228 -2.022 -4.796 -0.118 -0.061 0.067 0.13
H 2.968 -3.651 -4.132 0.005 0.005 -0.037 0.12
H 1.962 -3.592 -1.740 -0.034 0.172 -0.093 0.15
H 0.175 -1.376 -1.473 0.028 -0.125 0.120 0.14
H -0.453 -2.371 1.797 -0.014 -0.013 -0.166 0.15
H -1.762 -2.855 0.688 0.139 0.052 0.012 0.15
H -2.606 -1.546 2.487 0.013 -0.117 0.024 0.11
H -4.037 0.080 3.582 -0.086 -0.042 0.114 0.11
H -4.223 3.703 2.511 0.027 -0.079 -0.003 0.13
H -6.469 3.109 3.313 -0.122 0.048 0.061 0.08
H -6.100 2.218 1.834 -0.085 -0.038 -0.075 0.08
H -6.028 1.404 3.397 -0.045 -0.124 0.065 0.07
H -4.578 3.687 4.943 -0.062 0.066 0.113 0.08
H -4.128 1.985 5.034 -0.016 -0.116 0.090 0.07
H -2.926 3.189 4.569 0.092 0.016 0.077 0.08
H -2.668 3.126 0.917 0.000 0.095 -0.034 0.11
```
Forces are in eV/Å.

Frontier orbital gap: 9.39 eV
SMILES: CCOC(=O)CCC(=O)NNC(=O)COc1ccc(C(C)C)cc1Br
ΔE to the lowest compared entry with this formula, charge and spin: 2.7 kcal/mol
Energy: -3721.34207 hartree
Charge: 0